# 1
Density functional theory data (ωB97M-V/def2-TZVPD) for a molecular structure, C42H38BN11OSSbV.

Positions of all 96 atoms, in Å:
V 1.696 -0.988 1.495
C -1.405 -3.837 2.488
C -0.986 -2.662 1.857
N 0.282 -2.379 2.168
N 0.697 -3.375 3.006
C -0.298 -4.253 3.203
B 2.203 -3.457 3.417
N 2.612 -2.109 4.080
C 3.133 -1.855 5.290
C 3.318 -0.492 5.413
C 2.871 0.029 4.196
N 2.446 -0.947 3.387
N 3.019 -3.623 2.087
C 3.816 -4.617 1.672
C 4.202 -4.357 0.369
C 3.571 -3.152 0.058
N 2.857 -2.702 1.095
H -2.372 -4.314 2.434
H -1.529 -2.007 1.193
H -0.149 -5.115 3.838
H 2.404 -4.383 4.163
H 3.342 -2.662 5.980
H 3.720 0.045 6.257
H 2.838 1.056 3.868
H 4.047 -5.446 2.327
H 4.848 -4.951 -0.258
H 3.590 -2.596 -0.867
S 1.901 6.144 -0.495
N 0.766 5.336 0.311
C 1.246 4.118 0.478
C 0.558 3.031 1.175
C -0.673 3.171 1.807
C -1.212 2.085 2.460
C -0.534 0.878 2.437
N 0.638 0.712 1.798
C 1.186 1.796 1.192
C 2.527 1.596 0.611
N 3.065 0.358 0.779
C 4.337 0.181 0.395
C 5.089 1.179 -0.211
C 4.523 2.417 -0.423
C 3.222 2.638 0.014
C 2.534 3.928 -0.087
N 3.024 5.004 -0.671
H -1.190 4.125 1.776
H -2.163 2.159 2.975
H -0.931 0.002 2.933
H 4.758 -0.795 0.583
H 6.112 0.972 -0.503
H 5.077 3.225 -0.892
C 1.180 -1.640 -4.056
N 0.858 -1.861 -2.648
C 0.181 -3.104 -2.273
C 1.176 -0.963 -1.727
O 0.895 -1.088 -0.526
H 0.269 -1.498 -4.632
H 1.723 -2.497 -4.454
H 1.797 -0.748 -4.158
H -0.551 -3.351 -3.039
H -0.318 -2.972 -1.318
H 0.897 -3.920 -2.186
H 1.688 -0.074 -2.115
C -6.317 -1.284 -3.006
C -5.604 -2.151 -2.190
C -4.405 -1.731 -1.614
C -3.919 -0.441 -1.850
C -4.656 0.429 -2.662
C -5.845 0.006 -3.241
Sb -2.176 0.213 -0.815
C -1.189 1.217 -2.409
C -0.241 2.208 -2.126
C 0.515 2.786 -3.142
C 0.336 2.371 -4.459
C -0.599 1.382 -4.754
C -1.354 0.803 -3.736
C -3.210 1.876 0.049
C -4.094 1.591 1.092
C -4.797 2.612 1.722
C -4.623 3.933 1.315
C -3.751 4.226 0.275
C -3.043 3.203 -0.355
H -7.246 -1.609 -3.456
H -5.979 -3.149 -1.996
H -3.855 -2.416 -0.976
H -4.309 1.444 -2.835
H -6.413 0.686 -3.865
H -0.087 2.537 -1.099
H 1.237 3.562 -2.909
H 0.915 2.825 -5.255
H -0.744 1.063 -5.781
H -2.084 0.036 -3.982
H -4.250 0.564 1.416
H -5.481 2.380 2.529
H -5.169 4.729 1.806
H -3.621 5.252 -0.051
H -2.367 3.450 -1.166

As for the LUMO energy (spin up / spin down): -3.0 / -3.1 eV. The net charge is +1. As for the spin multiplicity: 4. The HOMO energy (spin up / spin down) comes out at -9.2 / -10.5 eV. The expectation value of S² is 3.7647.

Here are the Mulliken charges for atoms 1 to 6, given in e:
1. V -0.027
2. C -1.524
3. C -1.248
4. N 0.917
5. N -0.127
6. C -0.158

# 2
Density functional theory data (ωB97M-V/def2-TZVPD) for a molecular structure, C42H38CdGeIN5.

Positions of all 88 atoms, in Å:
Cd 0.588 -0.291 1.000
C 0.034 0.649 4.291
N 0.236 -0.635 3.628
C -0.983 -1.417 3.391
C -2.080 -0.547 2.838
C -3.368 -0.587 3.349
C -4.326 0.266 2.822
C -3.961 1.138 1.813
C -2.654 1.109 1.356
N -1.732 0.288 1.853
C 1.303 -1.436 4.227
C 2.469 -1.793 3.326
C 3.316 -2.835 3.684
C 4.414 -3.109 2.891
C 4.618 -2.350 1.749
C 3.717 -1.342 1.465
N 2.677 -1.048 2.249
C 0.680 1.850 3.616
C 0.816 3.025 4.350
C 1.463 4.106 3.784
C 1.969 3.985 2.497
C 1.767 2.793 1.830
N 1.127 1.752 2.371
H 0.441 0.610 5.305
H -1.030 0.868 4.415
H -1.337 -1.917 4.303
H -0.745 -2.190 2.650
H -3.609 -1.275 4.148
H -5.340 0.249 3.200
H -4.673 1.823 1.374
H -2.330 1.763 0.558
H 0.896 -2.359 4.654
H 1.731 -0.880 5.064
H 3.103 -3.427 4.566
H 5.082 -3.922 3.140
H 5.438 -2.552 1.075
H 3.818 -0.750 0.563
H 0.430 3.075 5.361
H 1.581 5.027 4.339
H 2.494 4.796 2.015
H 2.113 2.661 0.811
C 0.854 -0.723 -1.169
Ge -0.224 0.217 -2.498
C 0.362 0.251 -4.374
C -0.552 0.056 -5.406
C -0.158 0.155 -6.736
C 1.159 0.455 -7.050
C 2.080 0.657 -6.030
C 1.682 0.553 -4.706
C -2.082 -0.447 -2.503
C -3.104 0.336 -1.966
C -4.414 -0.126 -1.905
C -4.728 -1.384 -2.393
C -3.730 -2.167 -2.960
C -2.425 -1.702 -3.016
C -0.400 2.156 -2.117
C -0.359 2.682 -0.828
C -0.555 4.036 -0.581
C -0.793 4.902 -1.638
C -0.833 4.402 -2.933
C -0.638 3.047 -3.167
H 1.915 -0.599 -1.414
H -1.584 -0.182 -5.173
H -0.880 -0.007 -7.527
H 1.467 0.531 -8.085
H 3.112 0.885 -6.269
H 2.416 0.693 -3.918
H -2.876 1.335 -1.612
H -5.192 0.503 -1.485
H -5.745 -1.751 -2.344
H -3.972 -3.144 -3.360
H -1.666 -2.322 -3.481
H -0.173 2.014 0.009
H -0.523 4.412 0.435
H -0.947 5.958 -1.455
H -1.016 5.071 -3.765
H -0.673 2.677 -4.184
I 1.715 -3.134 -3.644
C 1.518 -3.185 -1.553
C 2.210 -4.096 -0.856
C 1.982 -4.256 0.554
C 1.034 -3.450 1.116
N 0.321 -2.495 0.506
C 0.509 -2.231 -0.956
H 2.916 -4.745 -1.360
H 2.482 -5.025 1.125
H 0.814 -3.571 2.179
H -0.461 -2.414 -1.429

As for the LUMO energy: 0.2 eV. The HOMO energy comes out at -5.4 eV.

Here are the Mulliken charges for atoms 1 to 6, given in e:
1. Cd 3.472
2. C -2.094
3. N 0.778
4. C -1.053
5. C -0.006
6. C -1.056

Looking at strongest force on any atom for the records above, in order, we have 0.032 0.008 Eh/bohr.
Looking at energy relative to the best compared isomer or geometry (same formula, charge and spin) for the records above, in order, we have 0.00 11.04 kcal per mole.